No. 1
ORCA calculation (the ωB97M-V functional and the def2-TZVPD basis) on a structure of composition C30H39Cl2N7OSSi3W.

Structure (ORCA input):
```
! wB97M-V def2-TZVPD RIJCOSX def2/J DEFGRID3
* xyz 0 1
C 0.73 3.22 2.27
C 5.74 0.39 0.29
W 0.47 -0.58 -0.05
C -1.88 3.23 -2.32
H 4.06 -4.32 -0.76
N -1.15 -1.69 -1.21
H 0.16 -5.41 -2.13
C -3.40 0.49 0.90
C 3.01 -4.10 -0.94
N 2.11 -0.21 0.41
H 1.64 1.60 -3.12
H 6.50 0.51 -0.46
H -3.58 -5.82 -1.21
Si -0.55 1.92 -2.07
C 3.39 0.02 0.82
H -1.53 1.72 3.56
H 7.06 0.63 1.96
C -0.56 -2.60 4.68
H -4.02 0.73 0.04
C 3.43 3.39 0.40
H -3.96 0.75 1.81
H 4.37 2.85 0.31
H 1.31 5.15 -0.05
H -1.86 4.05 -1.60
Si -1.84 1.53 1.07
N -0.53 -2.26 5.78
N -0.60 -3.09 3.43
N -1.93 -3.80 -1.93
C -4.97 -2.27 -0.56
N 1.24 -2.49 -0.77
H -2.86 2.76 -2.28
H 1.32 4.14 2.38
H 3.44 4.22 -0.31
H 1.79 3.05 -2.14
C -0.94 -2.95 -1.48
H 2.51 -6.02 -1.81
C -3.23 -3.71 -1.38
C 0.46 4.53 -0.36
Si 0.77 2.84 0.44
N -0.22 -1.71 1.46
H -6.72 -3.26 0.18
H -1.87 4.07 1.27
C -0.38 -2.34 2.44
H -0.62 1.15 -4.33
H -1.77 0.06 3.06
H 3.18 -2.13 -0.15
C -0.96 0.65 -3.42
H -0.19 0.81 2.87
C -0.38 1.43 -0.20
H -1.76 3.65 -3.32
H -2.02 0.45 -3.55
Cl 4.06 0.11 -1.79
C -1.26 0.99 2.79
C 2.53 -2.87 -0.59
H 3.37 3.80 1.41
H -3.27 3.29 1.98
C 3.74 0.07 2.18
H -1.63 -4.74 -2.13
H -3.15 3.46 0.23
C 4.43 0.18 -0.10
H -0.43 -0.30 -3.34
H -0.43 5.01 0.05
C -3.73 -2.43 -1.14
C 5.04 0.30 2.59
H -3.22 -0.58 0.93
H -0.26 3.43 2.69
H 0.40 4.56 -1.44
C 2.16 -5.04 -1.51
H -5.34 -1.27 -0.35
C -5.24 -4.65 -0.50
S -2.72 -1.11 -1.70
C 0.84 -4.70 -1.69
H 1.20 2.44 2.87
H -5.83 -5.53 -0.25
O 2.37 2.49 0.13
Cl 2.52 -0.18 3.38
C -3.97 -4.83 -1.04
C 0.40 -3.42 -1.30
H 0.89 3.08 -3.67
C 1.11 2.49 -2.78
C 6.04 0.46 1.64
C -2.58 3.26 1.14
H 5.27 0.34 3.64
C -5.74 -3.38 -0.26
*
```

LUMO energy (spin up / spin down) (eV): -0.88 / -0.88
Frontier orbital gap (spin up / spin down) (eV): 5.662 / 6.220

No. 2
ORCA calculation (the ωB97M-V functional and the def2-TZVPD basis) on a structure of composition C30H39N3STb at a distorted geometry.

Structure (ORCA input):
```
! wB97M-V def2-TZVPD RIJCOSX def2/J DEFGRID3
* xyz -1 7
H 2.91 0.48 -5.11
C -0.31 -4.00 2.23
C 0.72 -2.99 2.64
C -1.24 -4.37 3.20
H -2.08 -5.09 3.09
H 0.84 -2.63 -4.44
H 1.55 3.49 -0.79
H -0.39 -1.83 5.38
H 2.42 -1.21 3.28
H -3.85 0.09 3.68
H 1.47 2.14 -5.80
C 0.66 -3.01 -2.20
C 3.27 0.43 -0.12
N 0.01 -1.92 3.38
H -1.32 4.47 -5.08
C 2.96 -0.27 3.00
H -2.22 2.79 -3.59
H -1.04 3.50 0.95
H 4.12 1.14 -0.11
H 1.11 2.00 4.70
C -0.75 3.74 -5.69
C 2.24 -3.06 2.65
C -0.47 2.50 -4.85
H -1.96 -0.47 -1.70
N -0.50 -2.50 -1.49
H 1.21 -3.92 -1.96
Tb 0.35 -1.17 0.93
C -2.98 -0.56 3.55
H 2.73 -0.28 -3.54
H -1.34 3.50 -6.60
C -1.19 0.91 -3.16
C 2.24 -0.13 -4.50
C -1.38 2.13 -3.84
C 0.94 1.26 2.70
C -0.08 0.13 -3.59
H -0.07 2.80 -1.01
H 0.68 0.28 4.59
C 0.53 1.27 4.12
H 2.93 0.34 -1.16
N 0.13 -1.06 -2.95
S -2.31 -0.26 1.91
H -1.57 2.58 2.38
H -2.00 1.19 -1.19
H -0.38 -4.50 1.23
H -2.23 -0.33 4.32
C 1.11 1.79 0.46
H -3.66 -0.49 -0.05
H -3.95 -1.80 1.16
H 3.82 -0.63 2.44
C -0.69 3.03 1.88
C -0.54 -2.44 4.48
C 0.95 0.58 -4.41
H 2.15 -1.10 -4.97
C -3.79 -0.72 1.01
C 2.07 0.58 2.18
C 0.38 2.04 1.66
H 2.11 -3.19 1.26
H -0.34 3.84 2.55
H -0.53 1.53 4.23
C -0.20 -1.19 -1.59
H -3.27 -1.61 3.62
H 1.34 1.97 -1.67
H 3.66 -0.55 0.19
H -1.81 -3.91 5.28
C 0.66 -2.30 -3.38
C 2.16 0.86 0.78
H -3.16 0.62 -2.37
C -2.11 0.55 -2.06
H -4.63 -0.15 1.42
H 0.22 4.18 -6.01
C 0.71 1.78 -5.10
C 0.98 2.54 -0.81
C -1.30 -3.61 4.40
H 3.25 0.21 3.95
*
```

LUMO energy (spin up / spin down) (eV): 2.11 / 2.46
Frontier orbital gap (spin up / spin down) (eV): 5.390 / 5.421